# 1
Computed, not measured: 8 unconnected molecules or ions with the total composition C23H58BN13O13P, with ωB97M-V with the def2-TZVPD basis set.

Output
Orbital gap   7.7 eV
Net charge   +1
Lowest unoccupied orbital energy   -2.7 eV
Total energy   -2967.3184 a.u.
M   766.58 g mol⁻¹
HOMO energy   -10.34 eV
2S+1   1

Last columns: bonded neighbours and bond lengths (Å).
Element x y z (Å)
1 N 1.456 0.541 -0.318  C2 1.332, H17 1.016, H18 1.032
2 C 0.839 1.198 -1.299  N1 1.332, N3 1.346, N12 1.340
3 N -0.452 1.570 -1.380  C2 1.346, C4 1.323
4 C -0.592 2.170 -2.550  N3 1.323, N5 1.363, N11 1.347
5 N -1.726 2.736 -3.053  C4 1.363, N6 1.405, P7 1.732
6 N -1.701 3.315 -4.332  N5 1.405, H19 1.012, H20 1.012
7 P -3.275 2.831 -2.285  N5 1.732, O8 1.452, O9 1.567, O10 1.584
8 O -4.331 2.703 -3.274  P7 1.452
9 O -3.249 1.792 -1.112  P7 1.567, H21 0.972
10 O -3.220 4.198 -1.488  P7 1.584, H22 0.963
11 N 0.568 2.199 -3.233  C4 1.347, N12 1.373, H23 1.005
12 N 1.475 1.566 -2.421  C2 1.340, N11 1.373, O13 1.345
13 O 2.759 1.401 -2.784  N12 1.345, B14 1.424
14 B 3.599 2.545 -2.661  O13 1.424, O15 1.342, O16 1.362
15 O 4.661 2.520 -3.480  B14 1.342, H24 0.965
16 O 3.312 3.583 -1.827  B14 1.362, H25 0.964
17 H 2.136 1.084 0.207  N1 1.016
18 H 0.798 0.164 0.382  N1 1.032
19 H -1.093 4.123 -4.365  N6 1.012
20 H -1.479 2.641 -5.053  N6 1.012
21 H -3.185 0.868 -1.404  O9 0.972
22 H -2.363 4.637 -1.507  O10 0.963
23 H 0.806 2.552 -4.143  N11 1.005
24 H 5.229 3.291 -3.357  O15 0.965
25 H 2.954 3.358 -0.961  O16 0.964
26 C -0.397 -2.093 1.356  O27 1.233, N28 1.329, H31 1.099
27 O -0.084 -0.904 1.442  C26 1.233
28 N 0.082 -3.032 2.165  C26 1.329, C29 1.458, C30 1.455
29 C -0.282 -4.440 2.057  N28 1.458, H32 1.089, H33 1.090, H34 1.085
30 C 1.012 -2.634 3.210  N28 1.455, H35 1.090, H36 1.091, H37 1.086
31 H -1.101 -2.467 0.600  C26 1.099
32 H -0.756 -4.779 2.976  C29 1.089
33 H 0.611 -5.039 1.879  C29 1.090
34 H -0.980 -4.596 1.241  C29 1.085
35 H 0.544 -1.916 3.884  C30 1.090
36 H 1.898 -2.167 2.779  C30 1.091
37 H 1.305 -3.515 3.774  C30 1.086
38 C -2.080 -7.656 0.502  O39 1.219, N40 1.343, H43 1.102
39 O -2.150 -6.777 1.344  C38 1.219
40 N -2.253 -7.464 -0.816  C38 1.343, C41 1.450, C42 1.451
41 C -2.171 -8.552 -1.772  N40 1.450, H44 1.091, H45 1.091, H46 1.087
42 C -2.535 -6.122 -1.289  N40 1.451, H47 1.091, H48 1.090, H49 1.087
43 H -1.872 -8.706 0.764  C38 1.102
44 H -1.377 -8.371 -2.498  C41 1.091
45 H -3.114 -8.666 -2.309  C41 1.091
46 H -1.957 -9.480 -1.247  C41 1.087
47 H -1.721 -5.443 -1.032  C42 1.091
48 H -3.448 -5.739 -0.832  C42 1.090
49 H -2.653 -6.142 -2.369  C42 1.087
50 C 1.527 1.192 3.275  O51 1.228, N52 1.330, H55 1.097
51 O 1.937 1.671 2.222  C50 1.228
52 N 2.029 1.508 4.466  C50 1.330, C53 1.452, C54 1.457
53 C 1.526 0.920 5.694  N52 1.452, H56 1.090, H57 1.090, H58 1.089
54 C 3.116 2.474 4.555  N52 1.457, H59 1.090, H60 1.090, H61 1.085
55 H 0.718 0.451 3.306  C50 1.097
56 H 1.142 1.693 6.360  C53 1.090
57 H 2.320 0.384 6.215  C53 1.090
58 H 0.719 0.227 5.460  C53 1.089
59 H 2.803 3.430 4.136  C54 1.090
60 H 3.982 2.123 3.992  C54 1.090
61 H 3.392 2.596 5.597  C54 1.085
62 C -5.091 -1.810 -3.157  O63 1.226, N64 1.337, H67 1.100
63 O -3.979 -1.295 -3.129  C62 1.226
64 N -6.239 -1.124 -3.153  C62 1.337, C65 1.450, C66 1.452
65 C -7.538 -1.764 -3.109  N64 1.450, H68 1.091, H69 1.091, H70 1.088
66 C -6.136 0.325 -3.179  N64 1.452, H71 1.087, H72 1.086, H73 1.087
67 H -5.234 -2.901 -3.151  C62 1.100
68 H -8.128 -1.499 -3.988  C65 1.091
69 H -8.086 -1.460 -2.217  C65 1.091
70 H -7.411 -2.845 -3.089  C65 1.088
71 H -5.636 0.656 -4.086  C66 1.087
72 H -5.540 0.657 -2.333  C66 1.086
73 H -7.124 0.775 -3.121  C66 1.087
74 C 5.249 1.146 8.048  O75 1.220, N76 1.342, H79 1.102
75 O 4.587 1.968 7.437  C74 1.220
76 N 6.207 0.385 7.495  C74 1.342, C77 1.450, C78 1.453
77 C 6.974 -0.575 8.266  N76 1.450, H80 1.091, H81 1.091, H82 1.088
78 C 6.479 0.541 6.076  N76 1.453, H83 1.090, H84 1.091, H85 1.086
79 H 5.113 0.962 9.126  C74 1.102
80 H 8.037 -0.331 8.238  C77 1.091
81 H 6.837 -1.584 7.873  C77 1.091
82 H 6.641 -0.556 9.301  C77 1.088
83 H 6.781 1.564 5.853  C78 1.090
84 H 5.588 0.319 5.487  C78 1.091
85 H 7.277 -0.140 5.792  C78 1.086
86 C -8.653 6.102 -3.883  O87 1.214, N88 1.347, H91 1.104
87 O -9.849 6.056 -4.085  C86 1.214
88 N -7.798 5.098 -4.160  C86 1.347, C89 1.449, C90 1.452
89 C -6.375 5.184 -3.900  N88 1.449, H92 1.092, H93 1.088, H94 1.089
90 C -8.334 3.881 -4.742  N88 1.452, H95 1.090, H96 1.091, H97 1.088
91 H -8.156 6.985 -3.445  C86 1.104
92 H -5.809 5.067 -4.827  C89 1.092
93 H -6.065 4.402 -3.211  C89 1.088
94 H -6.143 6.155 -3.466  C89 1.089
95 H -8.823 4.090 -5.694  C90 1.090
96 H -9.077 3.433 -4.081  C90 1.091
97 H -7.517 3.180 -4.900  C90 1.088
98 C 7.410 -1.531 -0.469  O99 1.212, N100 1.350, H103 1.104
99 O 8.237 -1.863 0.353  C98 1.212
100 N 7.425 -0.352 -1.128  C98 1.350, C101 1.446, C102 1.454
101 C 6.407 0.004 -2.091  N100 1.446, H104 1.092, H105 1.091, H106 1.088
102 C 8.506 0.578 -0.847  N100 1.454, H107 1.090, H108 1.090, H109 1.087
103 H 6.555 -2.171 -0.749  C98 1.104
104 H 6.844 0.181 -3.075  C101 1.092
105 H 5.886 0.910 -1.776  C101 1.091
106 H 5.685 -0.807 -2.171  C101 1.088
107 H 9.471 0.126 -1.076  C102 1.090
108 H 8.511 0.855 0.207  C102 1.090
109 H 8.374 1.469 -1.455  C102 1.087

=====

# 2
Computed, not measured: 3 unconnected molecules or ions with the total composition C23H31ClN2O4S3 in a non-equilibrium geometry, with ωB97M-V with the def2-TZVPD basis set.

Output
Orbital gap   8.3 eV
Lowest unoccupied orbital energy   0.4 eV
SMILES   CC[C@@H](Cl)c1cccc2c1Sc1ccccc1N2N.O=S1(=O)CCCC1.O=S1(=O)CCCC1
Total energy   -2960.1831 a.u.
M   531.16 g mol⁻¹
HOMO energy   -7.87 eV
ΔE to the lowest compared entry with this formula, charge and spin   0.331 eV
2S+1   1

Last columns: bonded neighbours and bond lengths (Å).
Element x y z (Å)
1 C 2.376 -0.987 -1.004  C2 1.552, H20 1.089, H21 1.091, H22 1.094
2 C 2.846 0.287 -0.251  C1 1.552, C3 1.566, H23 1.087, H24 1.094
3 C 2.090 1.594 -0.666  C2 1.566, Cl4 1.806, C5 1.526, H25 1.094
4 Cl 1.234 1.501 -2.253  C3 1.806
5 C 1.205 2.128 0.457  C3 1.526, C6 1.382, C10 1.400
6 C 1.654 3.244 1.135  C5 1.382, C7 1.383, H26 1.090
7 C 0.966 3.805 2.196  C6 1.383, C8 1.372, H27 1.086
8 C -0.227 3.237 2.567  C7 1.372, C9 1.384, H28 1.090
9 C -0.736 2.118 1.933  C8 1.384, C10 1.389, N18 1.435
10 C -0.005 1.569 0.887  C5 1.400, C9 1.389, S11 1.784
11 S -0.643 0.103 0.095  C10 1.784, C12 1.779
12 C -2.388 0.253 0.403  S11 1.779, C13 1.376, C17 1.386
13 C -3.300 -0.344 -0.437  C12 1.376, C14 1.390, H29 1.089
14 C -4.669 -0.267 -0.210  C13 1.390, C15 1.389, H30 1.086
15 C -5.098 0.470 0.887  C14 1.389, C16 1.378, H31 1.087
16 C -4.172 1.070 1.713  C15 1.378, C17 1.376, H32 1.089
17 C -2.814 0.980 1.503  C12 1.386, C16 1.376, N18 1.425
18 N -1.972 1.614 2.462  C9 1.435, C17 1.425, N19 1.442
19 N -1.798 0.780 3.624  N18 1.442, H33 1.023, H34 1.014
20 H 1.325 -0.980 -1.290  C1 1.089
21 H 2.493 -1.830 -0.322  C1 1.091
22 H 3.033 -1.220 -1.847  C1 1.094
23 H 2.725 0.202 0.826  C2 1.087
24 H 3.920 0.389 -0.433  C2 1.094
25 H 2.853 2.366 -0.800  C3 1.094
26 H 2.606 3.658 0.803  C6 1.090
27 H 1.407 4.667 2.689  C7 1.086
28 H -0.788 3.652 3.404  C8 1.090
29 H -2.943 -0.929 -1.283  C13 1.089
30 H -5.390 -0.756 -0.858  C14 1.086
31 H -6.165 0.558 1.078  C15 1.087
32 H -4.525 1.622 2.583  C16 1.089
33 H -1.456 -0.130 3.307  N19 1.023
34 H -1.086 1.227 4.193  N19 1.014
35 O -5.242 -1.161 -3.812  S36 1.443
36 S -4.966 -0.191 -4.846  O35 1.443, O37 1.440, C38 1.781, C41 1.795
37 O -5.988 0.279 -5.745  S36 1.440
38 C -4.155 1.206 -4.097  S36 1.781, C39 1.510, H42 1.089, H43 1.090
39 C -2.691 0.840 -4.134  C38 1.510, C40 1.535, H44 1.090, H45 1.092
40 C -2.421 0.230 -5.517  C39 1.535, C41 1.535, H46 1.092, H47 1.089
41 C -3.552 -0.774 -5.785  S36 1.795, C40 1.535, H48 1.087, H49 1.089
42 H -4.531 1.353 -3.085  C38 1.089
43 H -4.371 2.083 -4.708  C38 1.090
44 H -2.055 1.706 -3.951  C39 1.090
45 H -2.487 0.097 -3.359  C39 1.092
46 H -2.431 1.021 -6.270  C40 1.092
47 H -1.448 -0.256 -5.569  C40 1.089
48 H -3.814 -0.830 -6.838  C41 1.087
49 H -3.297 -1.766 -5.414  C41 1.089
50 O 4.417 -0.398 2.110  S51 1.440
51 S 4.525 -1.810 1.853  O50 1.440, O52 1.437, C53 1.788, C56 1.796
52 O 4.464 -2.363 0.528  S51 1.437
53 C 6.007 -2.410 2.655  S51 1.788, C54 1.526, H57 1.088, H58 1.090
54 C 5.549 -2.780 4.063  C53 1.526, C55 1.534, H59 1.089, H60 1.093
55 C 4.206 -3.501 3.890  C54 1.534, C56 1.534, H61 1.092, H62 1.089
56 C 3.360 -2.672 2.915  S51 1.796, C55 1.534, H63 1.088, H64 1.089
57 H 6.772 -1.636 2.639  C53 1.088
58 H 6.348 -3.287 2.106  C53 1.090
59 H 6.283 -3.407 4.569  C54 1.089
60 H 5.408 -1.876 4.659  C54 1.093
61 H 4.379 -4.496 3.473  C55 1.092
62 H 3.692 -3.631 4.841  C55 1.089
63 H 2.715 -3.298 2.303  C56 1.088
64 H 2.766 -1.923 3.435  C56 1.089

=====

# 3
Computed, not measured: 3 unconnected molecules or ions with the total composition C32H67FN5O8S5 in a non-equilibrium geometry, with ωB97M-V with the def2-TZVPD basis set.

Output
Orbital gap   7.1 eV
Net charge   +1
Lowest unoccupied orbital energy   -3.1 eV
Total energy   -4225.6340 a.u.
M   829.25 g mol⁻¹
HOMO energy   -10.17 eV
2S+1   1

Last columns: bonded neighbours and bond lengths (Å).
Element x y z (Å)
1 C 5.598 -2.242 0.268  C2 1.538, H38 1.089, H39 1.093, H40 1.089
2 C 5.329 -1.161 -0.792  C1 1.538, C3 1.529, H41 1.091, H42 1.096
3 C 6.364 -0.038 -0.714  C2 1.529, C4 1.533, H43 1.093, H44 1.093
4 C 6.467 0.779 -2.007  C3 1.533, C5 1.525, H45 1.093, H46 1.095
5 C 5.177 1.507 -2.370  C4 1.525, C6 1.540, H47 1.094, H48 1.091
6 C 4.794 2.588 -1.342  C5 1.540, C7 1.546, H49 1.093, H50 1.092
7 C 3.941 3.722 -1.954  C6 1.546, C8 1.521, H51 1.092, H52 1.092
8 C 2.599 3.887 -1.257  C7 1.521, C9 1.545, H53 1.094, H54 1.098
9 C 2.701 4.258 0.239  C8 1.545, C10 1.542, H55 1.091, H56 1.092
10 C 1.614 5.263 0.668  C9 1.542, C11 1.545, H57 1.092, H58 1.090
11 C 0.909 4.857 1.982  C10 1.545, C12 1.550, H59 1.088, H60 1.091
12 C -0.636 4.933 1.883  C11 1.550, N13 1.463, H61 1.086, H62 1.087
13 N -1.134 3.563 2.016  C12 1.463, C14 1.318, H63 1.007
14 C -1.315 2.793 0.962  N13 1.318, N15 1.355, N37 1.344
15 N -1.704 1.498 1.055  C14 1.355, C16 1.328
16 C -1.709 1.034 -0.189  N15 1.328, C17 1.493, N32 1.365
17 C -2.033 -0.408 -0.397  C16 1.493, C18 1.552, H64 1.091, H65 1.099
18 C -2.751 -0.793 -1.717  C17 1.552, C19 1.544, H66 1.086, H67 1.089
19 C -1.888 -1.336 -2.877  C18 1.544, C20 1.521, H68 1.092, H69 1.088
20 C -0.542 -1.900 -2.448  C19 1.521, N21 1.460, H70 1.099, H71 1.098
21 N 0.223 -2.575 -3.492  C20 1.460, C22 1.484, C26 1.426
22 C 0.115 -1.945 -4.831  N21 1.484, C23 1.535, H72 1.095, H73 1.092
23 C 1.260 -2.260 -5.804  C22 1.535, C24 1.551, H74 1.087, H75 1.090
24 C 2.309 -1.118 -5.839  C23 1.551, C25 1.547, H76 1.089, H77 1.092
25 C 3.776 -1.586 -5.982  C24 1.547, H78 1.090, H79 1.090, H80 1.086
26 C 1.568 -2.753 -3.053  N21 1.426, S27 1.609, S28 1.821
27 S 2.218 -4.226 -3.057  C26 1.609
28 S 2.602 -1.369 -2.478  C26 1.821, C29 1.827
29 C 2.290 -1.323 -0.679  S28 1.827, C30 1.535, H81 1.090, H82 1.092
30 C 1.957 0.107 -0.233  C29 1.535, C31 1.538, H83 1.091, H84 1.094
31 C 2.229 0.332 1.263  C30 1.538, H85 1.090, H86 1.089, H87 1.092
32 N -1.347 2.032 -1.047  C16 1.365, S33 1.675, N37 1.376
33 S -1.125 2.084 -2.706  N32 1.675, O34 1.405, O35 1.417, F36 1.515
34 O -2.332 1.837 -3.381  S33 1.405
35 O -0.549 3.364 -2.896  S33 1.417
36 F -0.061 1.042 -2.989  S33 1.515
37 N -1.100 3.168 -0.311  C14 1.344, N32 1.376, H88 1.010
38 H 5.125 -3.187 0.004  C1 1.089
39 H 5.208 -1.941 1.243  C1 1.093
40 H 6.668 -2.397 0.402  C1 1.089
41 H 5.309 -1.640 -1.771  C2 1.091
42 H 4.333 -0.748 -0.592  C2 1.096
43 H 7.340 -0.497 -0.535  C3 1.093
44 H 6.185 0.642 0.123  C3 1.093
45 H 6.792 0.123 -2.817  C4 1.093
46 H 7.271 1.513 -1.887  C4 1.095
47 H 4.370 0.769 -2.401  C5 1.094
48 H 5.313 1.968 -3.349  C5 1.091
49 H 4.277 2.093 -0.516  C6 1.093
50 H 5.729 3.019 -0.976  C6 1.092
51 H 4.516 4.649 -1.934  C7 1.092
52 H 3.776 3.485 -3.007  C7 1.092
53 H 2.008 4.616 -1.818  C8 1.094
54 H 2.074 2.929 -1.372  C8 1.098
55 H 3.702 4.662 0.395  C9 1.091
56 H 2.656 3.334 0.819  C9 1.092
57 H 0.925 5.427 -0.164  C10 1.092
58 H 2.129 6.204 0.863  C10 1.090
59 H 1.290 5.412 2.837  C11 1.088
60 H 1.181 3.820 2.180  C11 1.091
61 H -1.022 5.532 2.703  C12 1.086
62 H -0.934 5.369 0.934  C12 1.087
63 H -1.290 3.136 2.915  N13 1.007
64 H -1.125 -0.970 -0.169  C17 1.091
65 H -2.720 -0.646 0.428  C17 1.099
66 H -3.478 -1.556 -1.459  C18 1.086
67 H -3.352 0.064 -2.020  C18 1.089
68 H -2.453 -2.140 -3.352  C19 1.092
69 H -1.815 -0.577 -3.653  C19 1.088
70 H -0.744 -2.651 -1.671  C20 1.099
71 H 0.021 -1.105 -1.940  C20 1.098
72 H -0.015 -0.858 -4.802  C22 1.095
73 H -0.800 -2.337 -5.281  C22 1.092
74 H 1.701 -3.241 -5.654  C23 1.087
75 H 0.801 -2.280 -6.793  C23 1.090
76 H 2.178 -0.437 -4.999  C24 1.089
77 H 2.086 -0.511 -6.719  C24 1.092
78 H 4.244 -1.027 -6.792  C25 1.090
79 H 4.329 -1.288 -5.091  C25 1.090
80 H 3.876 -2.649 -6.179  C25 1.086
81 H 1.488 -2.009 -0.407  C29 1.090
82 H 3.165 -1.684 -0.134  C29 1.092
83 H 2.546 0.813 -0.821  C30 1.091
84 H 0.892 0.261 -0.429  C30 1.094
85 H 1.979 -0.583 1.799  C31 1.090
86 H 3.264 0.614 1.447  C31 1.089
87 H 1.608 1.154 1.625  C31 1.092
88 H -0.801 4.055 -0.688  N37 1.010
89 O -3.998 -2.445 0.612  S90 1.442
90 S -3.954 -3.505 1.588  O89 1.442, O91 1.427, O92 1.582, C95 1.757
91 O -3.399 -4.774 1.244  S90 1.427
92 O -5.404 -3.706 2.188  S90 1.582, C93 1.446
93 C -6.504 -3.911 1.273  O92 1.446, C94 1.515, H96 1.091, H97 1.088
94 C -6.545 -5.326 0.733  C93 1.515, H98 1.090, H99 1.090, H100 1.090
95 C -3.190 -2.916 3.057  S90 1.757, H101 1.086, H102 1.089, H103 1.086
96 H -6.460 -3.178 0.466  C93 1.091
97 H -7.406 -3.707 1.847  C93 1.088
98 H -5.695 -5.525 0.081  C94 1.090
99 H -7.458 -5.483 0.160  C94 1.090
100 H -6.506 -6.048 1.548  C94 1.090
101 H -3.649 -1.972 3.339  C95 1.086
102 H -2.132 -2.776 2.844  C95 1.089
103 H -3.320 -3.657 3.840  C95 1.086
104 O -7.142 -1.420 6.250  S105 1.427
105 S -5.970 -0.693 5.880  O104 1.427, O106 1.433, O107 1.587, C110 1.761
106 O -4.793 -1.382 5.439  S105 1.433
107 O -5.581 0.297 7.057  S105 1.587, C108 1.446
108 C -5.439 -0.254 8.386  O107 1.446, C109 1.515, H111 1.091, H112 1.088
109 C -4.121 -0.979 8.570  C108 1.515, H113 1.089, H114 1.090, H115 1.090
110 C -6.393 0.535 4.692  S105 1.761, H116 1.086, H117 1.088, H118 1.087
111 H -6.285 -0.903 8.613  C108 1.091
112 H -5.492 0.596 9.064  C108 1.088
113 H -4.081 -1.885 7.968  C109 1.089
114 H -3.989 -1.259 9.615  C109 1.090
115 H -3.288 -0.346 8.264  C109 1.090
116 H -7.257 1.087 5.051  C110 1.086
117 H -6.631 0.020 3.763  C110 1.088
118 H -5.540 1.193 4.549  C110 1.087